{"formula": "C4H8N2", "method": "ωB97M-V with the def2-TZVPD basis set", "elements": ["C", "N", "C", "C", "C", "N", "H", "H", "H", "H", "H", "H", "H", "H"], "positions_angstrom": [[-0.712607, -0.133487, 1.231242], [0.055895, -0.352140, 0.009340], [1.037233, -1.430507, 0.024328], [-0.041996, 0.466565, -1.006564], [-0.598524, 1.842206, -1.009473], [-0.969731, 2.453351, 0.026057], [-0.228035, -0.657345, 2.058195], [-1.730758, -0.512459, 1.100359], [-0.783948, 0.961129, 1.364579], [1.865852, -1.151616, 0.685204], [1.425236, -1.596414, -0.982519], [0.581072, -2.351633, 0.395010], [0.559236, 0.177510, -1.872622], [-0.458925, 2.284841, -2.023138]], "forces_ev_per_a": [[0.03, 0.04, -0.20], [0.04, -0.35, 0.67], [0.00, 0.06, -0.01], [-0.12, 0.57, -0.74], [0.43, -0.50, 0.05], [0.01, 0.01, -0.39], [-0.06, 0.14, -0.09], [0.09, 0.04, 0.06], [-0.01, -0.25, 0.15], [-0.06, -0.11, -0.06], [-0.07, 0.02, 0.15], [0.04, 0.11, -0.07], [-0.11, 0.16, 0.16], [-0.20, 0.07, 0.31]], "total_energy_ha": -266.594576}

=====

{"formula": "F6Li2N4O15S6", "method": "ωB97M-V with the def2-TZVPD basis set", "elements": ["Li", "Li", "N", "S", "O", "O", "F", "S", "O", "O", "F", "N", "S", "O", "O", "F", "S", "O", "O", "F", "N", "S", "O", "O", "F", "S", "O", "O", "F", "N", "O", "O", "O"], "positions_angstrom": [[-0.134733, -0.326302, 0.769768], [1.078556, -2.379039, 1.033324], [-0.706146, -2.117312, 0.253232], [-0.887895, -2.453385, -1.389984], [-1.435605, -1.411532, -2.179539], [-1.130008, -3.836942, -1.730015], [0.688674, -2.357829, -1.678344], [-2.010580, -2.884648, 0.750707], [-1.927971, -4.292693, 1.048466], [-3.234902, -2.342093, 0.248909], [-2.020570, -2.258303, 2.259461], [-0.576031, 3.339931, -2.095311], [-0.845924, 2.651561, -3.601316], [-1.398630, 1.320190, -3.679299], [0.008812, 3.127886, -4.674243], [-2.206685, 3.474442, -3.889804], [0.576478, 2.323464, -1.646483], [1.844307, 2.344696, -2.308481], [0.043934, 1.026648, -1.309916], [0.857881, 2.996393, -0.210315], [1.628688, -0.595883, 1.675686], [2.984193, 0.346499, 1.299340], [4.189860, -0.429054, 1.183495], [3.005287, 1.720406, 1.674905], [2.553822, 0.470879, -0.228278], [1.963772, -0.678304, 3.199252], [1.810441, 0.533964, 3.963464], [2.978697, -1.619257, 3.566128], [0.599660, -1.424974, 3.595363], [-2.074213, 1.452881, 1.027094], [-1.005109, 1.222417, 1.657449], [-2.673247, 0.464468, 0.509489], [-2.544800, 2.590824, 0.905780]], "forces_ev_per_a": [[-1.23, 2.14, -0.24], [0.23, -0.42, -0.14], [-0.41, -1.81, -2.17], [2.05, 0.37, -3.10], [-0.15, -0.60, 1.05], [-0.35, 1.14, 1.13], [0.23, 0.19, 0.43], [-3.99, 0.17, 5.22], [0.80, 0.92, -0.82], [1.02, -0.87, -0.90], [0.75, -0.35, -0.91], [1.03, -2.05, -2.66], [-2.99, 1.50, -1.81], [1.43, 0.71, 0.39], [-0.24, -0.62, 1.30], [0.37, 0.45, 0.28], [0.22, -0.17, 3.39], [-0.24, 0.30, -0.24], [0.45, -0.09, 0.30], [-0.04, -0.18, -0.89], [2.54, 1.41, -0.32], [0.93, 1.50, -6.00], [-0.80, 0.24, 1.15], [-0.13, -1.22, 1.09], [0.02, -0.45, 0.51], [-3.08, -0.52, 6.02], [0.99, -0.93, -1.17], [0.00, 0.21, -0.52], [0.14, -0.57, -0.41], [-1.72, -0.55, -1.13], [0.66, 0.05, 0.14], [0.79, 0.65, 0.47], [0.72, -0.55, 0.55]], "total_energy_ha": -4351.074438, "charge": -2}

=====

{"formula": "C27H53Cl2N4O7S", "method": "ωB97M-V with the def2-TZVPD basis set", "elements": ["C", "C", "O", "C", "C", "C", "C", "C", "N", "C", "C", "O", "C", "C", "C", "C", "C", "C", "C", "C", "C", "S", "O", "O", "Cl", "C", "O", "C", "N", "C", "N", "C", "C", "C", "O", "Cl", "H", "H", "H", "H", "H", "H", "H", "H", "H", "H", "H", "H", "H", "H", "H", "H", "H", "H", "H", "H", "H", "H", "H", "H", "H", "H", "H", "H", "H", "H", "H", "H", "H", "H", "H", "H", "H", "H", "H", "H", "H", "H", "H", "H", "H", "H", "C", "O", "N", "C", "C", "H", "H", "H", "H", "H", "H", "H"], "positions_angstrom": [[-2.939952, 2.788947, 3.463995], [-1.729056, 3.584893, 4.213088], [-0.782833, 2.691770, 4.862327], [0.328496, 2.564287, 3.934333], [1.398791, 1.441035, 4.402311], [1.536287, 0.406716, 3.162797], [2.304608, 1.100929, 1.900072], [2.954594, 0.048960, 0.883240], [2.078223, -0.447295, -0.221998], [2.539593, -0.063534, -1.589241], [1.901469, 1.284558, -2.172980], [2.198086, 1.297098, -3.598207], [2.667392, 2.522699, -1.481023], [2.791285, 3.846967, -2.390899], [2.353878, 5.105355, -1.441131], [4.365792, 4.116769, -2.721142], [0.286996, 1.308959, -1.927523], [-0.326373, 0.209395, -2.926289], [-1.665812, -0.512123, -2.421127], [-2.440745, -1.215331, -3.676221], [-3.985769, -1.342117, -3.233419], [-4.837338, -2.865668, -3.854188], [-3.952284, -3.772651, -4.659528], [-5.357483, -3.614555, -2.639188], [-6.490117, -2.229349, -4.949862], [-0.360233, 2.732721, -2.297115], [-1.821613, 2.627175, -2.406235], [-2.300776, 3.313313, -3.589491], [0.095233, 1.049297, -0.474783], [0.646850, -0.192429, -0.000147], [-0.019274, -1.167384, 0.637696], [-1.467405, -1.031590, 0.957950], [0.653059, -2.431832, 1.122711], [0.625079, -3.611134, 0.042673], [1.633934, -4.112540, -0.489111], [-1.044501, -4.282131, -0.378745], [-2.568692, 1.827021, 2.963389], [-3.305324, 3.507614, 2.640033], [-3.768962, 2.583575, 4.238877], [-1.168357, 4.135198, 3.373130], [-2.120156, 4.350509, 4.975141], [0.892907, 3.568316, 3.860763], [-0.104846, 2.243676, 2.912022], [1.090548, 0.877895, 5.345844], [2.438978, 1.938816, 4.496384], [0.448269, 0.126474, 2.877539], [2.128556, -0.546149, 3.445332], [1.674200, 1.925013, 1.406653], [3.192191, 1.664114, 2.390782], [3.888180, 0.559097, 0.432880], [3.343138, -0.845816, 1.481106], [2.276428, -0.951657, -2.285770], [3.690007, 0.022982, -1.662499], [1.590161, 1.915604, -4.066168], [3.746900, 2.156745, -1.278788], [2.230530, 2.834729, -0.474292], [2.134331, 3.856424, -3.321791], [1.474827, 4.827746, -0.742631], [2.034148, 6.021705, -2.039428], [3.251134, 5.295627, -0.745436], [4.724776, 3.566408, -3.652741], [5.037502, 3.895270, -1.807820], [4.450374, 5.262215, -2.872664], [0.421042, -0.596790, -3.264486], [-0.611753, 0.775774, -3.896837], [-1.331276, -1.399804, -1.758224], [-2.353631, 0.151963, -1.798734], [-2.270048, -0.558860, -4.598355], [-1.948036, -2.235198, -3.899457], [-4.003674, -1.357138, -2.079120], [-4.513654, -0.391703, -3.597800], [0.000195, 3.147758, -3.304844], [-0.159298, 3.517663, -1.478839], [-3.450720, 3.371149, -3.518759], [-2.019303, 2.785499, -4.571752], [-1.874967, 4.390188, -3.605678], [-0.824681, 1.305294, -0.107203], [-2.055760, -0.334957, 0.278168], [-1.956588, -2.070098, 1.059349], [-1.528327, -0.571046, 2.021409], [0.004062, -2.795245, 2.012900], [1.691735, -2.250338, 1.551753], [-0.412796, -5.685451, 4.125911], [-0.687105, -4.544305, 3.784787], [-0.468324, -6.781036, 3.319246], [-0.125376, -8.108183, 3.791767], [-0.884218, -6.609147, 1.943008], [-0.086053, -5.919801, 5.151378], [0.705206, -8.494712, 3.196019], [-0.992938, -8.762478, 3.676190], [0.168054, -8.085914, 4.842313], [-0.200223, -5.915981, 1.451233], [-1.890215, -6.182274, 1.924653], [-0.881157, -7.564161, 1.416554]], "forces_ev_per_a": [[0.39, 1.01, 0.65], [-0.58, 0.02, -0.96], [0.44, 0.71, -1.63], [0.82, -0.66, 0.59], [0.15, -0.06, -1.51], [-0.14, 0.28, -0.21], [0.53, 0.11, 1.37], [0.83, 0.89, 1.18], [-1.50, 1.26, -0.40], [-0.20, -0.65, -1.94], [0.25, 0.95, 0.42], [-0.84, -0.01, 0.99], [0.49, -0.02, -0.44], [0.77, 0.96, 1.62], [-0.13, -0.85, 0.25], [-0.77, 0.98, -0.11], [1.18, 0.19, -1.75], [-1.23, 0.13, -0.66], [0.72, -1.30, -0.31], [0.58, 0.15, 0.61], [1.15, 1.59, -0.09], [0.78, -5.53, 2.58], [-2.04, 3.45, 1.10], [0.91, 3.00, -3.16], [1.04, -0.08, 0.43], [-0.45, 0.40, 0.35], [1.19, 0.11, -0.82], [-0.63, 0.85, -0.23], [0.26, -2.84, 0.71], [1.13, 0.10, -0.54], [0.20, 1.07, -0.96], [-1.02, 0.16, 2.02], [-0.77, -0.67, 1.26], [3.42, -1.34, -1.80], [-4.43, 2.31, 2.50], [1.41, 1.08, 0.26], [-0.49, 1.31, 0.88], [0.24, -1.23, 1.31], [1.25, 0.09, -1.51], [-0.85, -0.42, 1.39], [0.52, -1.29, -1.14], [-1.05, -1.38, -0.12], [0.74, 0.63, 1.30], [0.38, 1.03, -1.27], [-1.75, -0.82, 0.32], [1.77, 0.16, 0.42], [-1.01, 1.51, -0.32], [0.89, -1.45, 0.59], [-1.30, -0.93, -0.89], [-1.65, -0.97, 0.48], [-0.53, 1.17, -0.71], [0.33, 1.53, 1.00], [-1.97, -0.15, 0.50], [0.72, -0.60, 0.65], [-1.76, 0.61, -0.29], [0.40, -0.72, -1.33], [1.09, -0.19, 1.17], [1.26, 0.42, -1.18], [0.77, -1.14, 0.84], [-1.42, 0.11, -1.11], [-0.41, 0.69, 1.36], [-1.21, 0.09, -1.45], [0.08, -1.91, -0.10], [-0.99, 1.34, 0.77], [0.55, -0.85, 1.54], [-0.69, 1.39, -0.80], [0.93, -0.63, -1.15], [-0.67, -0.97, 1.21], [-0.99, 1.59, 0.42], [-0.43, -0.47, -1.97], [0.41, -1.63, 0.53], [-0.06, -0.83, 1.52], [0.02, -1.21, -1.21], [1.92, -0.13, -0.06], [-0.26, 0.60, 1.46], [-0.76, -1.64, -0.08], [0.25, -0.41, -0.32], [1.08, -1.21, 0.62], [0.88, 1.71, -0.55], [0.06, -0.70, -1.61], [1.03, 0.44, -1.39], [-1.37, -0.25, -1.12], [0.00, -0.66, -0.34], [0.10, -0.01, -0.34], [0.09, 0.71, 0.78], [-0.07, 0.01, -0.19], [-0.02, 0.19, 0.16], [-0.03, -0.04, -0.04], [-0.05, -0.13, 0.13], [0.14, -0.10, 0.08], [-0.05, 0.08, -0.11], [-0.11, -0.19, -0.05], [0.08, -0.01, -0.18], [0.04, 0.08, 0.14]], "total_energy_ha": -3124.358968, "charge": 1}

=====

{"formula": "C30H53Cl2N4O7P2SeSi2Ti", "method": "ωB97M-V with the def2-TZVPD basis set", "elements": ["Ti", "C", "Si", "C", "C", "N", "C", "C", "C", "C", "C", "C", "N", "Si", "C", "C", "C", "H", "H", "H", "H", "H", "H", "H", "H", "H", "H", "H", "H", "H", "H", "H", "H", "H", "H", "H", "H", "H", "H", "C", "C", "O", "P", "O", "O", "O", "P", "O", "O", "O", "H", "H", "H", "H", "H", "H", "H", "Cl", "C", "Cl", "H", "H", "C", "C", "C", "C", "N", "C", "Se", "N", "C", "C", "C", "C", "C", "C", "C", "C", "C", "C", "H", "H", "H", "H", "H", "H", "H", "H", "H", "H", "H", "H", "H", "H", "H", "H", "H", "H", "H", "H", "H", "H"], "positions_angstrom": [[-1.916644, 1.125476, -0.490450], [-0.144422, -1.894675, 0.781966], [-1.991348, -1.987288, 0.445155], [-2.294795, -2.657928, -1.287386], [-2.590688, -3.362941, 1.592436], [-2.683324, -0.408034, 0.631426], [-3.783794, -0.007983, 1.379999], [-4.530417, -0.844478, 2.215189], [-5.597794, -0.378282, 2.972969], [-5.938225, 0.959460, 2.915755], [-5.210869, 1.809542, 2.089465], [-4.143822, 1.366549, 1.302754], [-3.391223, 2.188454, 0.440210], [-4.062949, 3.773702, 0.179575], [-5.827115, 3.626583, -0.495238], [-3.228639, 4.894408, -1.065572], [-4.028057, 4.788909, 1.784227], [0.300364, -2.893329, 0.723149], [0.038911, -1.506419, 1.788894], [0.360725, -1.248560, 0.062532], [-2.573615, -3.714868, -1.258386], [-1.413348, -2.555487, -1.922597], [-3.117787, -2.102628, -1.743079], [-1.972619, -4.238809, 1.370043], [-3.630371, -3.644167, 1.416025], [-2.466464, -3.126924, 2.651486], [-4.268811, -1.887320, 2.278195], [-6.146957, -1.065072, 3.606499], [-6.757504, 1.354237, 3.504664], [-5.490692, 2.853395, 2.077120], [-5.913781, 2.690878, -1.054480], [-6.031587, 4.452054, -1.182572], [-6.605052, 3.621062, 0.267805], [-3.281847, 4.525886, -2.089795], [-2.193203, 5.124137, -0.828209], [-3.803650, 5.826813, -1.023273], [-5.012873, 5.185724, 2.046175], [-3.348077, 5.637618, 1.675017], [-3.683078, 4.181691, 2.623689], [-2.156907, -1.171239, -4.743569], [-1.576910, 0.166294, -4.299494], [-1.091804, 0.834657, -5.459677], [-2.893302, 1.178398, -3.537591], [-4.124577, 1.050215, -4.537134], [-2.488399, 2.691382, -3.653144], [-3.269015, 0.734231, -2.158565], [-0.172973, -0.115847, -3.095767], [0.737895, 1.169882, -3.424867], [0.516721, -1.374712, -3.423342], [-0.696068, 0.080235, -1.671750], [-2.875812, -1.006340, -5.545275], [-2.648783, -1.679003, -3.914960], [-1.338255, -1.796909, -5.093777], [-0.363316, 1.405476, -5.176068], [-4.961221, 1.106025, -4.057668], [-1.830853, 2.979594, -2.965676], [0.676318, 1.826912, -2.699159], [-0.564971, 3.108203, -1.328513], [0.054153, 2.992074, 1.990207], [-0.580100, 1.414963, 1.885532], [-0.627832, 3.756002, 2.325600], [0.958855, 3.175877, 1.433675], [6.314913, -2.608193, -2.002452], [5.989841, -1.157912, -1.658769], [4.735645, -0.622824, -2.343274], [3.434692, -1.312441, -1.941728], [3.256839, -1.409130, -0.494563], [3.018558, -0.357696, 0.334196], [2.783062, 1.383077, -0.157130], [2.921242, -0.861352, 1.599704], [2.640239, -0.097279, 2.800890], [3.874844, 0.054297, 3.681533], [4.940545, 0.951993, 3.064902], [6.173627, 1.074201, 3.950694], [3.021286, -2.239852, 1.562947], [2.917115, -3.192432, 2.561986], [3.013438, -4.523669, 2.180664], [3.207225, -4.879723, 0.845970], [3.315384, -3.920071, -0.151780], [3.223745, -2.591611, 0.229545], [7.272079, -2.910921, -1.574438], [6.372213, -2.746881, -3.085001], [5.558027, -3.292751, -1.618266], [6.832999, -0.523030, -1.943120], [5.884463, -1.049730, -0.574259], [4.829919, -0.734968, -3.427960], [4.636783, 0.443024, -2.139546], [3.395685, -2.330975, -2.324834], [2.577026, -0.792792, -2.363730], [1.831083, -0.600103, 3.335617], [2.274044, 0.875046, 2.473179], [4.303443, -0.933913, 3.882748], [3.558308, 0.459368, 4.647850], [4.511589, 1.938253, 2.871752], [5.224112, 0.558110, 2.084916], [5.915841, 1.494083, 4.925920], [6.926669, 1.719912, 3.497425], [6.630659, 0.096674, 4.122181], [2.747967, -2.913277, 3.593260], [2.924931, -5.298242, 2.930937], [3.264104, -5.926520, 0.578267], [3.438415, -4.207506, -1.186631]], "forces_ev_per_a": [[-0.64, 0.02, -0.09], [-0.02, -0.01, 0.00], [0.01, -0.01, 0.03], [-0.01, -0.02, -0.01], [0.01, 0.01, 0.07], [0.05, 0.11, 0.02], [0.01, -0.17, 0.05], [0.01, 0.01, -0.03], [0.00, 0.03, 0.00], [0.00, -0.03, 0.00], [-0.02, 0.03, 0.00], [-0.03, 0.05, 0.11], [0.06, -0.12, 0.02], [-0.04, 0.00, -0.01], [-0.02, 0.00, 0.01], [0.02, -0.01, -0.02], [0.02, 0.01, 0.01], [-0.02, 0.00, -0.03], [-0.01, -0.02, 0.00], [0.01, 0.02, 0.01], [0.01, 0.00, 0.00], [0.00, 0.01, -0.02], [0.00, 0.00, -0.01], [0.02, 0.01, 0.00], [0.01, -0.01, 0.00], [-0.02, 0.00, 0.00], [-0.02, 0.00, 0.01], [0.00, 0.00, 0.00], [0.00, 0.00, 0.00], [-0.02, -0.04, 0.00], [0.00, 0.00, 0.00], [-0.01, 0.00, 0.01], [-0.01, -0.01, 0.01], [0.02, -0.01, -0.01], [0.01, 0.01, 0.00], [-0.02, -0.01, 0.00], [0.00, 0.01, 0.00], [0.01, 0.01, 0.00], [-0.01, 0.01, -0.01], [0.01, 0.00, 0.02], [-0.04, -0.02, 0.03], [0.05, -0.04, -0.02], [0.00, -0.15, 0.00], [-0.02, 0.05, 0.04], [0.10, 0.04, -0.07], [0.20, 0.32, -0.11], [0.05, 0.03, 0.11], [0.02, 0.04, 0.05], [0.03, -0.01, -0.02], [0.12, -0.15, -0.18], [0.00, 0.00, 0.00], [-0.01, -0.02, 0.01], [-0.01, 0.00, 0.00], [-0.03, 0.03, -0.01], [0.00, 0.01, 0.00], [-0.05, -0.02, 0.03], [-0.01, -0.02, -0.05], [0.04, 0.01, 0.00], [0.01, -0.02, -0.01], [0.13, 0.01, 0.05], [0.00, 0.00, 0.00], [0.00, 0.00, 0.01], [0.00, 0.02, 0.01], [-0.01, -0.02, -0.01], [0.02, -0.01, 0.00], [0.03, 0.00, -0.02], [-0.13, 0.01, -0.02], [-0.04, -0.04, 0.05], [0.08, 0.09, -0.04], [-0.06, 0.01, -0.04], [0.02, 0.01, 0.03], [0.00, -0.01, -0.01], [0.01, -0.01, 0.00], [-0.01, 0.00, -0.01], [0.08, 0.01, 0.02], [0.00, -0.01, 0.00], [0.00, 0.01, 0.00], [0.00, 0.01, -0.01], [-0.02, -0.02, 0.00], [0.11, 0.00, 0.00], [0.00, -0.01, 0.00], [0.00, 0.00, 0.00], [0.00, 0.00, -0.01], [0.00, 0.00, 0.00], [0.01, 0.00, 0.00], [0.00, 0.01, 0.00], [0.00, 0.00, 0.00], [-0.02, -0.01, 0.01], [0.01, 0.01, 0.00], [0.00, -0.01, -0.02], [-0.01, 0.00, 0.02], [-0.01, 0.00, 0.02], [0.00, 0.02, -0.01], [0.00, 0.00, 0.00], [0.00, 0.01, 0.00], [0.00, 0.00, 0.00], [0.00, 0.00, 0.00], [0.00, 0.00, 0.00], [0.00, 0.00, 0.00], [0.00, 0.00, 0.00], [0.00, 0.00, 0.00], [0.00, 0.00, 0.00]], "total_energy_ha": -7354.215941, "multiplicity": 3, "s2": 2.01, "charge": -1}